<A>
{
  "formula": "C6H18NO",
  "method": "ωB97M-V/def2-TZVPD",
  "symbols": ["C", "C", "C", "C", "C", "C", "N", "H", "H", "H", "H", "H", "H", "H", "H", "H", "H", "H", "H", "H", "H", "H", "H", "H", "H", "O"],
  "xyz": [[2.930, 0.908, -0.620], [1.609, 0.432, 0.003], [0.428, 0.765, -0.934], [-0.982, 0.392, -0.472], [-1.148, 0.490, 1.048], [-1.383, -1.006, -0.958], [1.623, -0.947, 0.352], [3.182, 0.306, -1.482], [2.802, 1.934, -0.959], [3.742, 0.833, 0.097], [1.461, 1.069, 0.874], [0.647, 0.255, -1.876], [0.481, 1.804, -1.252], [-1.675, 1.073, -0.958], [-0.633, -0.354, 1.510], [-2.194, 0.442, 1.341], [-0.779, 1.456, 1.406], [-0.630, -1.732, -0.696], [-2.352, -1.267, -0.536], [-1.485, -1.033, -2.047], [3.714, -3.297, 2.570], [2.441, -1.106, 0.947], [4.328, -2.894, 2.375], [-5.704, 0.446, -0.624], [-5.404, 0.697, 0.848], [-5.020, 0.335, 0.044]],
  "multiplicity": 2,
  "molar_mass_g_mol": 120.22,
  "homo_lumo_gap_ev": [10.49, 9.38],
  "homo_ev": [-9.67, -9.63],
  "s2": 0.75
}


<B>
{
  "formula": "C6H18NO",
  "method": "ωB97M-V/def2-TZVPD",
  "symbols": ["C", "C", "C", "C", "C", "C", "N", "H", "H", "H", "H", "H", "H", "H", "H", "H", "H", "H", "H", "H", "H", "H", "H", "H", "H", "O"],
  "xyz": [[2.019, -1.081, -0.946], [1.120, 0.044, -0.425], [0.230, -0.351, 0.754], [-0.200, 0.876, 1.543], [-0.876, -1.342, 0.376], [-1.594, -1.944, 1.602], [0.335, 0.624, -1.574], [2.499, -0.710, -1.846], [1.416, -1.955, -1.179], [2.763, -1.421, -0.237], [1.777, 0.829, -0.097], [0.882, -0.947, 1.388], [-1.093, 0.685, 2.138], [-0.360, 1.838, 1.057], [0.514, 1.035, 2.353], [-0.403, -2.169, -0.130], [-1.624, -0.968, -0.326], [-1.862, -2.982, 1.424], [-2.512, -1.367, 1.704], [-1.036, -1.943, 2.531], [0.361, 1.661, -1.529], [-0.616, 0.249, -1.435], [0.695, 0.382, -2.534], [-1.236, 3.752, -0.855], [-0.377, 3.926, -2.159], [-0.824, 3.280, -1.597]],
  "multiplicity": 2,
  "molar_mass_g_mol": 120.22,
  "homo_lumo_gap_ev": [3.80, 12.31],
  "homo_ev": [-2.89, -11.70],
  "s2": 0.75
}


Most stable structure, least stable structure: <A>, <B>.


<A>
{
  "formula": "C30H46F2O27",
  "method": "ωB97M-V/def2-TZVPD",
  "symbols": ["O", "C", "O", "C", "C", "F", "O", "H", "H", "H", "O", "C", "O", "C", "C", "F", "O", "H", "H", "H", "C", "C", "O", "C", "O", "O", "C", "H", "H", "H", "H", "H", "H", "H", "H", "C", "C", "O", "C", "O", "O", "C", "H", "H", "H", "H", "H", "H", "H", "H", "C", "C", "O", "C", "O", "O", "C", "H", "H", "H", "H", "H", "H", "H", "H", "O", "C", "O", "C", "C", "O", "H", "H", "H", "H", "O", "C", "O", "C", "C", "O", "H", "H", "H", "H", "O", "C", "O", "C", "C", "O", "H", "H", "H", "H", "O", "C", "O", "C", "C", "O", "H", "H", "H", "H"],
  "xyz": [[2.293, -1.630, 0.200], [1.361, -1.002, -0.130], [1.381, 0.334, -0.411], [0.163, 0.666, -1.074], [-0.753, -0.298, -0.361], [-1.932, -0.559, -0.980], [0.094, -1.451, -0.382], [-0.119, 1.712, -1.032], [0.265, 0.354, -2.121], [-0.976, 0.110, 0.627], [-3.326, -0.509, -7.141], [-2.568, -0.679, -6.261], [-2.057, -1.874, -5.888], [-1.500, -1.726, -4.555], [-1.278, -0.234, -4.426], [0.005, 0.100, -4.801], [-2.210, 0.289, -5.363], [-2.250, -2.134, -3.875], [-0.585, -2.314, -4.540], [-1.552, 0.221, -3.478], [-4.592, 1.252, -2.258], [-5.140, 1.502, -0.878], [-4.769, 0.391, -0.031], [-3.822, 0.557, 0.879], [-3.073, 1.495, 0.940], [-3.842, -0.503, 1.678], [-2.913, -0.679, 2.725], [-3.510, 1.294, -2.340], [-5.070, 1.934, -2.969], [-4.945, 0.283, -2.622], [-6.226, 1.461, -0.853], [-4.789, 2.450, -0.476], [-3.173, -0.081, 3.608], [-1.902, -0.265, 2.617], [-2.884, -1.745, 2.890], [0.397, 3.643, -6.345], [-0.781, 3.434, -5.397], [-1.023, 4.536, -4.542], [-1.022, 4.263, -3.254], [-0.833, 3.174, -2.781], [-1.443, 5.353, -2.613], [-1.416, 5.444, -1.190], [0.221, 4.503, -6.989], [0.460, 2.725, -6.924], [1.266, 3.863, -5.724], [-0.637, 2.481, -4.891], [-1.713, 3.253, -5.942], [-0.606, 6.037, -0.772], [-1.408, 4.477, -0.693], [-2.356, 5.920, -0.915], [-0.079, -3.890, 2.406], [-1.476, -4.404, 2.174], [-1.497, -5.818, 2.326], [-2.196, -6.294, 3.367], [-2.726, -5.628, 4.204], [-2.240, -7.618, 3.262], [-2.986, -8.350, 4.248], [0.705, -4.360, 1.808], [0.269, -3.987, 3.440], [0.017, -2.817, 2.204], [-1.773, -4.180, 1.144], [-2.171, -3.816, 2.769], [-3.424, -9.212, 3.746], [-3.823, -7.741, 4.581], [-2.297, -8.703, 5.008], [4.147, 3.264, -0.869], [3.583, 2.694, -1.742], [2.490, 3.166, -2.373], [2.074, 2.273, -3.417], [3.145, 1.163, -3.369], [4.032, 1.555, -2.312], [1.151, 1.812, -3.094], [1.969, 2.806, -4.354], [3.572, 0.958, -4.348], [2.709, 0.252, -2.948], [2.175, 6.530, 1.943], [1.724, 5.449, 2.076], [0.794, 4.936, 1.212], [0.411, 3.633, 1.614], [1.265, 3.356, 2.873], [1.940, 4.602, 3.093], [-0.659, 3.579, 1.825], [0.671, 2.908, 0.850], [2.036, 2.630, 2.634], [0.688, 3.071, 3.747], [0.636, 0.276, 2.640], [1.049, 0.154, 3.749], [1.580, -0.984, 4.250], [2.411, -0.653, 5.360], [1.862, 0.734, 5.792], [1.125, 1.144, 4.653], [2.173, -1.392, 6.120], [3.459, -0.638, 5.079], [2.681, 1.430, 5.952], [1.286, 0.662, 6.710], [7.861, -3.511, 3.328], [6.809, -3.547, 2.830], [6.283, -2.612, 2.009], [5.116, -3.169, 1.394], [4.644, -4.163, 2.485], [5.908, -4.534, 3.038], [4.423, -2.356, 1.222], [5.348, -3.765, 0.512], [4.242, -5.057, 2.024], [3.969, -3.667, 3.180]],
  "molar_mass_g_mol": 876.67,
  "smiles": "O=C1OC[C@@H](F)O1.O=C1OC[C@@H](F)O1.CCOC(=O)OC.CCOC(=O)OC.CCOC(=O)OC.O=C1OCCO1.O=C1OCCO1.O=C1OCCO1.O=C1OCCO1",
  "homo_lumo_gap_ev": 11.00,
  "homo_ev": -10.94
}


<B>
{
  "formula": "C30H46F2O27",
  "method": "ωB97M-V/def2-TZVPD",
  "symbols": ["O", "C", "O", "C", "C", "F", "O", "H", "H", "H", "O", "C", "O", "C", "C", "F", "O", "H", "H", "H", "C", "C", "O", "C", "O", "O", "C", "H", "H", "H", "H", "H", "H", "H", "H", "C", "C", "O", "C", "O", "O", "C", "H", "H", "H", "H", "H", "H", "H", "H", "C", "C", "O", "C", "O", "O", "C", "H", "H", "H", "H", "H", "H", "H", "H", "O", "C", "O", "C", "C", "O", "H", "H", "H", "H", "O", "C", "O", "C", "C", "O", "H", "H", "H", "H", "O", "C", "O", "C", "C", "O", "H", "H", "H", "H", "O", "C", "O", "C", "C", "O", "H", "H", "H", "H"],
  "xyz": [[-1.731, 1.790, 4.381], [-2.680, 2.096, 5.063], [-4.036, 2.126, 4.689], [-4.743, 2.653, 5.759], [-3.928, 2.264, 6.984], [-4.313, 1.130, 7.525], [-2.686, 2.165, 6.364], [-4.899, 3.726, 5.648], [-5.765, 2.356, 5.995], [-3.954, 3.057, 7.731], [-0.291, -2.390, -3.945], [0.326, -2.794, -2.963], [0.551, -4.052, -2.846], [1.547, -4.307, -1.791], [1.470, -3.044, -1.041], [2.738, -2.777, -0.618], [1.036, -2.169, -2.026], [1.313, -5.229, -1.258], [2.516, -4.403, -2.281], [0.654, -3.043, -0.319], [-1.839, 5.324, -1.950], [-3.034, 5.772, -1.068], [-2.758, 7.028, -0.458], [-3.677, 7.557, 0.380], [-4.831, 7.159, 0.615], [-3.047, 8.553, 0.922], [-3.749, 9.358, 1.834], [-0.919, 5.389, -1.369], [-1.767, 5.925, -2.857], [-1.838, 4.321, -2.379], [-3.203, 5.055, -0.264], [-3.907, 5.796, -1.720], [-4.461, 8.803, 2.445], [-4.281, 10.181, 1.356], [-3.059, 9.875, 2.502], [1.691, 6.582, 5.376], [2.413, 6.113, 4.066], [3.556, 5.282, 4.408], [4.359, 4.902, 3.357], [4.372, 5.324, 2.177], [5.149, 3.928, 3.809], [5.975, 3.247, 2.858], [1.198, 5.721, 5.829], [1.040, 7.440, 5.209], [2.415, 7.012, 6.068], [2.690, 7.035, 3.555], [1.721, 5.790, 3.288], [6.316, 4.017, 2.165], [5.317, 2.577, 2.306], [6.793, 2.785, 3.411], [6.647, 2.799, -4.506], [6.533, 4.029, -5.367], [6.903, 5.249, -4.644], [8.148, 5.463, -4.167], [9.136, 4.702, -4.315], [8.207, 6.643, -3.502], [9.347, 7.049, -2.715], [7.710, 2.573, -4.423], [6.166, 2.034, -5.115], [6.157, 2.761, -3.533], [5.552, 4.189, -5.816], [7.138, 3.855, -6.257], [8.945, 7.472, -1.794], [9.780, 7.862, -3.297], [9.947, 6.191, -2.411], [-0.136, -5.611, 4.570], [-1.157, -5.213, 5.117], [-2.135, -4.598, 4.475], [-3.208, -4.268, 5.297], [-2.594, -4.480, 6.678], [-1.486, -5.323, 6.410], [-3.529, -3.232, 5.184], [-3.987, -4.943, 4.944], [-3.287, -4.834, 7.441], [-2.166, -3.652, 7.243], [-4.400, -9.837, 0.180], [-3.363, -10.413, -0.024], [-2.098, -9.872, 0.084], [-1.076, -10.830, -0.122], [-1.880, -12.105, -0.235], [-3.254, -11.710, -0.319], [-0.578, -10.623, -1.069], [-0.419, -10.786, 0.747], [-1.626, -12.676, 0.658], [-1.814, -12.644, -1.180], [-8.200, 1.435, -1.498], [-7.718, 0.269, -1.592], [-7.761, -0.563, -2.645], [-7.431, -1.882, -2.110], [-6.579, -1.674, -0.915], [-7.049, -0.354, -0.549], [-8.340, -2.427, -1.854], [-6.806, -2.318, -2.890], [-5.495, -1.642, -1.029], [-6.749, -2.284, -0.028], [0.883, -9.969, -6.472], [1.320, -8.989, -7.057], [2.640, -8.643, -7.186], [2.688, -7.265, -7.560], [1.360, -7.034, -8.165], [0.557, -7.995, -7.587], [2.843, -6.547, -6.755], [3.565, -7.179, -8.202], [1.280, -7.125, -9.249], [1.110, -6.040, -7.794]],
  "molar_mass_g_mol": 876.67,
  "smiles": "O=C1OC[C@@H](F)O1.O=C1OC[C@@H](F)O1.CCOC(=O)OC.CCOC(=O)OC.CCOC(=O)OC.O=C1OCCO1.O=C1OCCO1.O=C1OCCO1.O=C1OCCO1",
  "homo_lumo_gap_ev": 10.40,
  "homo_ev": -10.37
}


Most stable structure, least stable structure: <A>, <B>.